{
  "formula": "CH3OPS2",
  "method": "the ωB97M-V functional and the def2-TZVPD basis",
  "elements": ["S", "S", "P", "O", "C", "H", "H", "H"],
  "coordinates": [[0.52543, 1.54424, -0.67155], [-1.47972, -0.83710, 2.31322], [0.27921, 1.68896, -2.79212], [0.13316, 3.10556, -3.10435], [-0.27770, -1.78437, 1.85905], [0.58357, 0.33562, -0.88957], [-0.34731, -2.72204, 1.28289], [0.58335, -1.33086, 2.00244]],
  "smiles": "O=PS.C=S",
  "mol_weight_g_mol": 126.142,
  "de_lowest_ev": 0.437,
  "lumo_energy_ev": -0.77
}